1.
Computed, not measured: 2 unconnected molecules or ions with the total composition H12Si5 in a non-equilibrium geometry, with ωB97M-V with the def2-TZVPD basis set.

Properties
Energy above the lowest of the compared OMol25 structures with the same formula, charge and spin, kcal/mol: 13.4
Gap between HOMO and LUMO, eV: 6.556
Electronic energy, Eh: -1454.468107

Element x y z (Å)
1 Si 2.7017 1.9110 -0.5717
2 Si -1.7258 -2.2216 -1.0187
3 Si -1.9506 0.5815 1.8961
4 Si 2.1487 -0.2853 -0.2520
5 Si -1.3594 -0.0930 -0.2228
6 H 2.7267 2.6315 0.7064
7 H 4.0003 2.2074 -1.2016
8 H 1.6927 2.5519 -1.4191
9 H -1.6614 -3.1770 0.0918
10 H -3.0029 -2.5061 -1.6939
11 H -0.6923 -2.5998 -1.9840
12 H -1.1965 -0.1878 2.8871
13 H -1.6377 1.9942 2.1143
14 H -3.3620 0.4336 2.2787
15 H 2.7120 -0.9239 0.9417
16 H 2.4524 -1.2194 -1.3442
17 H -1.8459 0.9028 -1.2083

---

2.
Computed, not measured: 6 unconnected molecules or ions with the total composition H13NO5 in a non-equilibrium geometry, with ωB97M-V with the def2-TZVPD basis set.

Properties
Structure (SMILES): N.O.O.O.O.O
Energy above the lowest of the compared OMol25 structures with the same formula, charge and spin, kcal/mol: 14.2
Gap between HOMO and LUMO, eV: 11.382
Electronic energy, Eh: -438.759766

Element x y z (Å)
1 N -2.2364 -0.0264 0.0394
2 H -1.5021 -0.4037 0.6465
3 H -2.6464 0.6142 0.7169
4 H -2.9279 -0.7525 -0.1098
5 O -0.6449 1.8909 2.1751
6 H -0.3988 1.3581 1.4106
7 H 0.0628 1.6935 2.7967
8 O 2.0525 0.6343 -1.0833
9 H 2.6548 1.0335 -1.7158
10 H 1.1509 0.9586 -1.2848
11 O -0.4922 1.2085 -1.9731
12 H -0.7084 2.1158 -1.7328
13 H -1.0628 0.7120 -1.3586
14 O -0.0422 -1.6309 1.1855
15 H 0.7773 -1.7925 0.6633
16 H -0.3219 -2.5524 1.2579
17 O 2.1010 -2.0856 -0.4622
18 H 2.4428 -1.3739 0.0451
19 H 1.7419 -1.6016 -1.2165

---

3.
Computed, not measured: 6 unconnected molecules or ions with the total composition H13NO5 in a non-equilibrium geometry, with ωB97M-V with the def2-TZVPD basis set.

Properties
Energy above the lowest of the compared OMol25 structures with the same formula, charge and spin, kcal/mol: 36.7
2S+1: 2
Gap between HOMO and LUMO (spin up / spin down), eV: 10.571 / 3.127
Electronic energy, Eh: -438.342788
Charge: +1

Element x y z (Å)
1 N -2.2425 -0.5802 -1.5100
2 H -2.1667 0.4035 -1.2274
3 H -2.9190 -0.5816 -2.2847
4 H -2.7786 -1.0187 -0.7505
5 H -1.7323 -0.1066 1.2652
6 H -0.6527 0.5539 2.0717
7 O -1.2704 0.7398 1.3548
8 H 1.0666 3.7722 -1.5391
9 H 1.4895 2.4141 -0.9531
10 O 1.7983 3.3316 -1.0873
11 H -0.0910 -0.0373 -1.4974
12 H 1.0862 0.8431 -1.8807
13 O 0.7156 0.3469 -1.1376
14 H -0.5815 -3.2850 1.3660
15 H 0.3709 -2.1648 0.8211
16 O -0.5818 -2.4391 0.8800
17 H 1.7335 -0.7064 0.6886
18 H 1.7642 -0.6551 2.1974
19 O 1.6912 -1.2853 1.4703

---

4.
Computed, not measured: 7 unconnected molecules or ions with the total composition H13O6S in a non-equilibrium geometry, with ωB97M-V with the def2-TZVPD basis set.

Properties
Energy above the lowest of the compared OMol25 structures with the same formula, charge and spin, kcal/mol: 39.9
2S+1: 2
Gap between HOMO and LUMO (spin up / spin down), eV: 10.679 / 6.635
Electronic energy, Eh: -857.289460

Element x y z (Å)
1 S -1.0736 0.2318 -0.8299
2 H -0.4168 -0.9443 -0.6654
3 H -1.2434 -0.4859 1.7176
4 H -2.0324 0.8094 1.7811
5 O -1.9177 -0.0335 2.2023
6 H -0.0593 -2.5212 0.8343
7 H -1.3437 -2.4070 1.4781
8 O -0.5648 -2.9186 1.5623
9 H -4.3111 -1.1024 -1.5962
10 H -2.9639 -1.3162 -0.9667
11 O -3.7253 -1.7917 -1.3048
12 H 4.9656 3.0083 0.8561
13 H 3.4751 2.3311 0.9497
14 O 4.4355 2.2540 0.3860
15 H 0.6351 -0.5147 -2.2574
16 H 2.2558 -0.4761 -2.2844
17 O 1.4323 -0.6989 -2.8035
18 H 0.8765 1.5776 0.0063
19 H 0.3733 2.7375 0.4838
20 O 1.2025 2.2608 0.4509

---

5.
Computed, not measured: a molecular structure, H14KO7, with ωB97M-V with the def2-TZVPD basis set.

Properties
Energy above the lowest of the compared OMol25 structures with the same formula, charge and spin, kcal/mol: 0.0
Gap between HOMO and LUMO, eV: 11.043
Electronic energy, Eh: -1134.879527
Charge: +1

Element x y z (Å)
1 K -0.5305 -0.2933 -0.5750
2 O 1.5611 -1.7372 0.7871
3 H 1.8495 -1.2644 1.5754
4 H 1.8584 -2.6439 0.9205
5 O 1.6689 1.2491 0.1720
6 H 2.4762 1.1242 0.6811
7 H 1.4048 2.1573 0.3519
8 O 2.2016 -1.2316 -2.0770
9 H 3.0358 -1.4955 -2.4736
10 H 2.3638 -1.1293 -1.1308
11 O -0.5206 2.1556 -2.0742
12 H -0.3968 2.6615 -1.2622
13 H -0.6936 2.7941 -2.7711
14 O -2.6743 0.1238 1.3308
15 H -3.3002 0.6448 1.8470
16 H -3.0501 -0.7647 1.3327
17 O -1.3048 -2.9156 0.0386
18 H -1.2023 -3.5099 0.7885
19 H -1.3321 -3.4941 -0.7320
20 O -0.9337 2.5730 0.7616
21 H -1.7181 2.0265 0.8862
22 H -0.7629 2.9696 1.6224

---

6.
Computed, not measured: a molecular structure, H14Li3O15S2 in a non-equilibrium geometry, with ωB97M-V with the def2-TZVPD basis set.

Properties
Energy above the lowest of the compared OMol25 structures with the same formula, charge and spin, kcal/mol: 328.1
Gap between HOMO and LUMO, eV: 3.439
Electronic energy, Eh: -1955.879463
Charge: -1

Element x y z (Å)
1 Li 9.5823 -6.7550 11.0764
2 Li 4.6409 -2.8342 9.9819
3 Li 9.5338 -0.1525 12.0384
4 S 7.0140 -3.7549 14.1697
5 O 6.6031 -3.8987 15.5637
6 O 8.1678 -2.8795 13.9962
7 O 7.3840 -5.0180 13.6314
8 O 5.8947 -3.2148 13.3952
9 S 9.2608 -3.2146 8.1825
10 O 9.4227 -3.1199 6.7425
11 O 10.2756 -4.0072 8.7762
12 O 9.2920 -1.8621 8.7026
13 O 7.9527 -3.7533 8.5218
14 O 6.4535 -7.3272 5.9089
15 H 6.1398 -7.0232 5.0571
16 H 6.5379 -6.5299 6.4319
17 O 8.7603 2.6008 7.9340
18 H 8.9636 1.6757 8.0719
19 H 7.8599 2.6028 7.6092
20 O 10.6901 -0.0894 3.3007
21 H 11.2570 -0.7012 2.8310
22 H 10.3442 -0.5976 4.0343
23 O 14.4889 -2.0317 9.0229
24 H 14.6342 -2.3224 8.1226
25 H 13.6035 -2.3297 9.2314
26 O 9.9338 -5.7180 3.1239
27 H 9.7504 -5.0715 3.8056
28 H 10.5255 -6.3446 3.5404
29 O 14.2073 -6.4635 7.8561
30 H 14.5469 -6.9903 8.5796
31 H 13.4394 -6.0228 8.2199
32 O 5.8988 -1.5250 4.3811
33 H 6.6275 -1.8314 4.9209
34 H 5.4408 -0.8914 4.9335